{"formula": "C47H133N11O14", "method": "ωB97M-V/def2-TZVPD", "species": ["C", "O", "H", "H", "H", "H", "C", "O", "H", "H", "H", "H", "C", "O", "H", "H", "H", "H", "C", "C", "C", "O", "C", "N", "H", "H", "H", "H", "H", "H", "H", "H", "H", "H", "H", "C", "C", "C", "O", "C", "N", "H", "H", "H", "H", "H", "H", "H", "H", "H", "H", "H", "C", "C", "C", "O", "C", "N", "H", "H", "H", "H", "H", "H", "H", "H", "H", "H", "H", "C", "C", "C", "O", "C", "N", "H", "H", "H", "H", "H", "H", "H", "H", "H", "H", "H", "C", "C", "C", "O", "C", "N", "H", "H", "H", "H", "H", "H", "H", "H", "H", "H", "H", "C", "C", "C", "O", "C", "N", "H", "H", "H", "H", "H", "H", "H", "H", "H", "H", "H", "C", "C", "C", "O", "C", "N", "H", "H", "H", "H", "H", "H", "H", "H", "H", "H", "H", "C", "C", "C", "O", "C", "N", "H", "H", "H", "H", "H", "H", "H", "H", "H", "H", "H", "C", "C", "C", "O", "C", "N", "H", "H", "H", "H", "H", "H", "H", "H", "H", "H", "H", "C", "C", "C", "O", "C", "N", "H", "H", "H", "H", "H", "H", "H", "H", "H", "H", "H", "C", "C", "C", "O", "C", "N", "H", "H", "H", "H", "H", "H", "H", "H", "H", "H", "H"], "positions_angstrom": [[-0.55519, -1.96539, -3.47035], [-1.59908, -2.47383, -2.68185], [0.39710, -2.25226, -3.08530], [-0.56687, -2.36591, -4.49452], [-0.66201, -0.87371, -3.51784], [-1.68103, -1.98774, -1.84431], [-5.27120, 3.27182, -1.90384], [-4.45994, 2.17292, -2.30861], [-6.27873, 3.03724, -1.78920], [-4.97963, 3.72083, -0.85271], [-5.19094, 4.12447, -2.53943], [-5.04689, 1.41769, -2.36884], [-4.71497, -2.53194, -4.54547], [-4.36494, -2.54526, -3.14673], [-5.53808, -3.25573, -4.71045], [-5.06325, -1.53954, -4.80175], [-3.86872, -2.84861, -5.19700], [-3.38542, -2.74372, -3.13425], [-2.53509, -7.41612, -1.04044], [-2.70214, -5.87265, -1.02215], [-3.61557, -5.33469, 0.01018], [-3.12467, -5.74940, 1.27401], [-3.79767, -5.02650, 2.30821], [-1.33035, -5.26549, -0.91938], [-1.94430, -7.68903, -1.89003], [-3.52091, -8.02697, -1.09898], [-1.96972, -7.70683, -0.13179], [-3.17544, -5.55689, -1.96313], [-4.62866, -5.70894, -0.15277], [-3.65926, -4.20648, -0.03070], [-4.85652, -5.44449, 2.28398], [-3.98524, -3.96321, 2.11392], [-3.36447, -5.19961, 3.27499], [-1.30561, -4.33290, -1.30449], [-1.13871, -5.17710, 0.05649], [1.51084, 0.29557, 5.89593], [2.86617, 0.73454, 6.46688], [3.63964, -0.49149, 6.84127], [5.04456, -0.29481, 6.99170], [5.42016, 0.62949, 7.98329], [3.57519, 1.47802, 5.42200], [0.78263, 1.10932, 5.99751], [1.15847, -0.68400, 6.36119], [1.51399, 0.07650, 4.76523], [2.74240, 1.44133, 7.28077], [3.53217, -1.34031, 6.08257], [3.22791, -0.83494, 7.82570], [5.01307, 0.22316, 8.94914], [5.02253, 1.65537, 7.75694], [6.51066, 0.69226, 7.93893], [3.66732, 0.85710, 4.60517], [4.60827, 1.45973, 5.70241], [4.98925, 1.31600, -3.45473], [5.11284, 1.72096, -4.95372], [3.89598, 2.43034, -5.56110], [2.66077, 1.66312, -5.41094], [2.68454, 0.46682, -6.23215], [6.35507, 2.45385, -5.06934], [5.15967, 2.24669, -2.89506], [5.61878, 0.47184, -3.10464], [3.94597, 1.07390, -3.18445], [5.28409, 0.78590, -5.53862], [4.03572, 2.74272, -6.61910], [3.71721, 3.36509, -4.99337], [3.47822, -0.25815, -5.96642], [2.66593, 0.74815, -7.27608], [1.73440, 0.03013, -5.94711], [6.54435, 2.69841, -6.05870], [6.44651, 3.32304, -4.51508], [5.13636, 2.66633, 1.08074], [5.24540, 1.54312, 2.09273], [4.94686, 0.22007, 1.51643], [4.41623, -0.54343, 2.59538], [3.84675, -1.75345, 2.18968], [6.43145, 1.41648, 2.98188], [4.11766, 2.82008, 0.75053], [5.76871, 2.51334, 0.21048], [5.46862, 3.57315, 1.56198], [4.38022, 1.81167, 2.76145], [5.79601, -0.30424, 1.01032], [4.26960, 0.26955, 0.71200], [3.53532, -2.23772, 3.10540], [4.67296, -2.33038, 1.66722], [3.10079, -1.65719, 1.41276], [6.70052, 0.48064, 3.21892], [7.29247, 1.83377, 2.53809], [-1.25654, 1.81072, -5.48095], [-1.36426, 3.07750, -4.69413], [-0.61275, 4.22631, -5.41225], [0.13256, 5.03244, -4.53243], [1.34437, 4.40852, -4.13001], [-2.78013, 3.43231, -4.39330], [-0.20056, 1.62146, -5.76558], [-1.75510, 1.88206, -6.44501], [-1.77901, 0.96103, -5.03324], [-0.76798, 2.91724, -3.79177], [-1.21008, 4.85981, -6.07452], [0.20721, 3.74666, -6.05420], [1.86479, 4.02607, -4.99152], [1.11269, 3.65859, -3.38534], [1.98026, 5.14589, -3.64937], [-3.15995, 2.85552, -3.61317], [-2.83600, 4.35281, -3.97535], [-0.38126, -4.03640, 4.09202], [1.08768, -4.07888, 4.51708], [1.33708, -4.84152, 5.79419], [0.56372, -4.24276, 6.85468], [1.24478, -4.34972, 8.07071], [1.95851, -4.62328, 3.46075], [-0.73697, -5.07854, 4.07341], [-0.48495, -3.66598, 3.04631], [-1.10224, -3.47884, 4.66265], [1.47148, -3.04966, 4.64006], [2.37493, -4.96315, 6.09665], [0.84909, -5.82192, 5.63549], [0.51703, -4.19639, 8.86706], [2.11201, -3.72874, 8.17116], [1.54597, -5.41506, 8.17862], [1.53761, -5.56295, 3.23917], [1.98108, -4.10661, 2.55503], [-1.60212, 4.52023, -1.32947], [-2.09789, 5.95377, -1.16965], [-1.18267, 6.74589, -0.30470], [-1.50599, 8.13627, -0.26667], [-0.82648, 8.75076, 0.80717], [-2.36119, 6.57594, -2.49212], [-2.34511, 3.78838, -1.68288], [-1.16479, 4.13397, -0.40094], [-0.76529, 4.54555, -2.08555], [-3.05491, 5.89844, -0.62660], [-0.18598, 6.62426, -0.72747], [-1.14979, 6.31022, 0.72821], [0.29100, 8.54421, 0.82707], [-1.31382, 8.42724, 1.72672], [-0.96292, 9.86313, 0.65756], [-2.77354, 7.50278, -2.41437], [-1.55281, 6.61262, -3.11716], [-7.52657, 0.52058, -0.73194], [-6.73526, -0.61148, -1.39095], [-7.60382, -1.79353, -1.65879], [-8.78019, -1.33125, -2.32427], [-9.62454, -2.41479, -2.67548], [-6.10853, -0.05255, -2.56460], [-7.89399, 0.28578, 0.24195], [-8.18989, 1.02879, -1.41703], [-6.73726, 1.25398, -0.45668], [-5.98886, -0.90461, -0.69396], [-7.95835, -2.16035, -0.64301], [-7.14619, -2.61320, -2.21402], [-10.43514, -1.96168, -3.31918], [-10.10170, -2.88442, -1.82044], [-9.00745, -3.15713, -3.23690], [-6.93204, 0.23538, -3.08974], [-5.78225, -0.87200, -3.14040], [3.66195, -4.79924, 0.12798], [2.44027, -4.83256, -0.75030], [2.61543, -3.75310, -1.89934], [2.54117, -2.44959, -1.32524], [2.95466, -1.47483, -2.26239], [2.20994, -6.12789, -1.28131], [3.98281, -3.76874, 0.14307], [4.30239, -5.61620, -0.33210], [3.45369, -5.13798, 1.15257], [1.64444, -4.38088, -0.11880], [1.84753, -3.92348, -2.59270], [3.70113, -3.89550, -2.28832], [2.38239, -1.53068, -3.19815], [4.02173, -1.59796, -2.50695], [2.90129, -0.49614, -1.75636], [2.12106, -6.75510, -0.48382], [1.38659, -6.28155, -1.87481], [0.69655, 4.93641, 4.14391], [1.00319, 3.78763, 3.21248], [0.14308, 3.91385, 1.95325], [0.15369, 2.63246, 1.24215], [1.07933, 2.52457, 0.19872], [2.42918, 3.51537, 2.96391], [1.38992, 4.95339, 5.00239], [-0.33199, 5.06897, 4.48342], [0.99431, 5.91329, 3.62227], [0.57460, 2.90530, 3.73740], [0.31655, 4.72420, 1.24196], [-0.93254, 3.86633, 2.27397], [0.70360, 2.99720, -0.73216], [1.35040, 1.47723, 0.05264], [1.98294, 3.06047, 0.31865], [2.85664, 3.13014, 3.78476], [2.88635, 4.41650, 2.71630], [0.20349, -0.65147, 2.46618], [-0.63571, -1.33523, 1.38786], [-1.29577, -0.24495, 0.47357], [-2.13278, -0.96632, -0.40879], [-3.10940, -0.13796, -1.04561], [0.16475, -2.27049, 0.63771], [0.62314, -1.34462, 3.10692], [-0.37429, 0.07852, 2.95913], [1.02793, -0.06410, 1.96213], [-1.47417, -1.90097, 1.76520], [-0.62189, 0.27102, -0.16209], [-1.95900, 0.43555, 1.01680], [-3.52979, -0.62857, -1.97153], [-2.74161, 0.77724, -1.28870], [-3.97651, -0.06325, -0.42437], [1.08384, -1.93089, 0.43206], [-0.21240, -2.59253, -0.26952]], "atomic_forces_ev_per_a": [[-0.3, 0.8, -0.6], [-0.5, -1.1, -0.2], [0.8, 0.0, 0.6], [-0.5, 0.0, 0.3], [0.4, -0.1, -0.2], [0.1, 0.4, 0.2], [2.2, 1.0, 2.4], [0.0, 1.7, 0.6], [-1.8, -0.7, -0.1], [-0.1, -1.1, -1.6], [0.2, 0.4, -0.9], [-0.5, -1.1, -0.2], [0.0, -1.0, 0.4], [1.2, -0.6, -0.9], [0.3, 0.4, 0.0], [0.1, 0.2, -0.4], [-0.5, 0.4, 0.4], [-1.1, 0.5, 0.4], [-1.4, -0.2, 1.0], [1.0, -0.1, -1.4], [-0.2, 0.6, 0.9], [0.0, 1.3, 0.7], [-2.4, -1.3, -1.0], [-0.9, -0.7, -0.7], [0.4, -0.1, -0.5], [1.5, 1.2, 0.3], [-0.5, 0.0, -0.4], [0.4, -0.1, -0.1], [-0.3, -0.1, 0.1], [0.1, -0.9, -0.1], [0.9, 0.4, 0.6], [0.8, 0.0, -0.2], [0.4, -0.1, 0.2], [-0.2, 0.2, -0.2], [0.3, 0.0, 0.8], [-0.7, -1.0, -0.8], [-0.2, 0.1, -2.0], [0.5, -1.6, 1.1], [-0.2, -0.2, -0.8], [-0.8, 0.1, 0.2], [2.4, -0.2, -0.3], [-0.1, -0.4, 0.2], [0.1, 1.4, -0.3], [0.6, 0.3, 1.6], [-0.2, -0.2, 0.4], [0.1, 1.3, 0.9], [0.2, -0.2, -0.5], [0.6, 0.8, -0.4], [0.2, -0.7, 0.5], [-0.2, -0.1, 0.4], [-0.4, 0.2, 0.1], [-1.7, 0.5, -0.4], [-1.3, 0.5, -0.2], [0.5, -1.5, 0.2], [-1.1, 0.2, 1.0], [1.8, -0.1, -0.8], [-0.7, 0.6, 1.5], [0.8, 1.1, -1.1], [0.4, -0.4, 0.2], [-0.1, 0.8, -0.5], [0.3, -0.1, -0.4], [-0.1, 0.5, 0.3], [0.2, -0.5, 0.4], [0.1, -0.4, -0.2], [-0.2, 0.6, -0.3], [0.3, -0.1, -0.4], [-0.2, -0.5, -0.4], [-0.1, -0.2, 0.9], [-0.5, -0.8, -0.4], [1.4, 0.0, 0.0], [-0.8, 0.3, 1.5], [0.3, -1.4, 0.3], [-0.1, 0.5, -0.3], [2.2, -0.7, -0.7], [1.5, 2.4, -1.2], [-0.2, -0.2, 0.1], [0.2, 0.0, -0.3], [0.1, 0.5, 0.1], [0.7, -0.7, -0.4], [0.1, 0.3, 0.8], [-1.7, 0.3, -1.0], [-0.3, -0.4, -0.2], [-0.8, 0.0, 0.8], [-0.8, 0.3, 0.1], [-0.5, -0.6, -0.1], [-1.3, -0.5, 0.6], [0.0, -0.6, -1.3], [-0.5, 1.1, 0.3], [1.6, -1.4, -0.9], [0.1, 0.9, 0.5], [-0.8, 0.9, 0.4], [0.4, -0.7, 0.6], [-0.5, -0.3, 0.7], [-0.3, 0.4, -0.2], [0.5, 0.0, 0.4], [-0.1, 0.0, 0.4], [-0.2, -0.1, 0.4], [-1.3, 0.3, 0.2], [0.1, -0.5, -0.2], [0.3, -0.7, 0.0], [-0.1, 0.3, 0.0], [0.4, 0.0, -1.0], [0.3, 0.5, -0.2], [-0.1, -0.8, -1.2], [0.9, 2.0, -1.0], [-1.9, -0.4, 0.2], [0.6, 0.5, -0.7], [-0.9, -2.0, 0.5], [-0.6, -1.8, -0.7], [-0.1, 0.1, 0.0], [0.4, -0.2, 0.6], [0.1, 0.4, 0.8], [-0.3, -0.1, 0.3], [0.1, 0.2, -0.4], [0.6, -0.2, 0.1], [0.1, 0.4, 0.0], [0.5, 0.6, 0.0], [0.2, 0.5, 0.2], [0.8, 1.1, -0.1], [-0.5, -0.2, 1.2], [1.3, 0.0, -0.7], [-1.6, 0.0, -0.7], [0.8, 0.2, 0.7], [0.3, -0.9, 0.0], [0.4, 1.3, -0.5], [-0.2, -0.5, 0.2], [0.1, 0.5, 0.1], [-0.3, 0.1, -0.1], [-0.7, -0.2, 0.6], [-0.1, 0.2, -0.4], [0.6, 0.2, 0.0], [-0.2, 0.4, -0.6], [-1.2, 0.0, -0.1], [0.3, 0.1, 0.4], [0.2, -1.2, 0.4], [0.3, -0.3, 0.1], [-0.1, -0.1, 0.5], [2.3, 0.9, 0.2], [-0.7, 0.5, 0.6], [-1.9, -0.2, 1.5], [0.2, -0.5, -0.1], [-0.1, 0.8, -1.4], [-0.2, -1.3, -1.8], [-1.0, -0.5, 0.3], [-0.5, -0.2, 0.1], [-0.4, -0.1, -0.3], [0.9, -0.5, 0.6], [0.6, -0.1, -0.9], [0.3, 0.0, -0.1], [0.9, -0.7, 0.5], [0.1, -0.1, 0.3], [-0.7, 0.2, 0.2], [0.2, 0.5, -0.4], [0.1, 1.2, 0.9], [0.2, -2.0, -0.3], [-0.9, 3.0, -0.2], [2.9, -1.2, 2.2], [-0.2, -0.3, -0.5], [0.7, 0.3, 0.5], [-0.3, -1.3, -0.1], [0.8, 0.0, 0.1], [0.2, 1.5, 0.6], [0.0, 0.2, -0.2], [-0.3, -0.5, -0.4], [-0.9, 0.0, -1.5], [-1.8, 0.1, 0.0], [0.0, 0.3, 0.2], [-0.1, -0.2, -0.1], [-0.4, -0.3, -0.4], [0.0, -0.2, -0.4], [0.3, 0.6, 0.6], [1.6, 2.6, -0.3], [-0.7, -0.8, 0.5], [-1.1, -2.6, -0.1], [0.3, 0.6, 0.2], [-0.5, 0.2, -1.1], [-0.8, 1.5, -1.0], [-0.5, -0.4, -0.1], [0.0, -0.4, -0.1], [-0.6, -1.0, 0.5], [0.5, 0.1, -0.5], [0.3, 0.2, 0.3], [0.9, 1.0, -0.1], [-0.3, -0.7, 0.1], [-0.2, 0.0, -0.1], [1.2, 0.5, 0.9], [0.3, -0.1, 0.6], [-0.2, -0.9, 0.4], [0.3, 1.0, -2.9], [-0.1, 1.5, -1.1], [-0.8, -1.5, 0.8], [-0.8, -0.7, -1.1], [-1.2, -3.4, -0.6], [0.1, -0.9, -0.7], [0.8, -1.4, 1.5], [-0.7, 0.7, 0.9], [-0.6, -0.6, 0.5], [-0.4, -0.1, 0.6], [1.1, 0.9, -0.1], [0.5, 0.2, 0.3], [0.9, 0.3, 0.8], [1.1, 2.7, -0.6], [-0.5, 0.4, 0.8], [0.5, 0.3, -0.1], [-0.1, 0.4, 0.9]], "mulliken_charge": [-0.1192, -0.3286, -0.5934, 0.4137, 0.2370, 0.2346, -0.9212, -0.3359, 0.4868, 0.1849, 0.3046, 0.3240, -0.9992, -0.1722, 0.2653, 0.4043, 0.3438, 0.2295, -1.5792, 0.3333, -0.3423, -0.3276, -0.8032, -0.3234, 0.4479, 0.3086, 0.2896, 0.2617, 0.5359, 0.0216, 0.3389, 0.2879, 0.2665, 0.0905, 0.2201, -0.8632, 0.2015, -0.2615, -0.4346, -0.6990, -0.3744, 0.3145, 0.2805, -0.1355, 0.4247, -0.0814, 0.4086, 0.2715, 0.3193, 0.2546, -0.0196, 0.3113, -0.7717, 0.5481, -0.7245, 0.0392, -0.7993, -0.7086, 0.3242, 0.2386, -0.0234, 0.1855, 0.3672, 0.0892, 0.3053, 0.3485, 0.1038, 0.2633, 0.2672, -1.2755, 2.1223, -0.6827, -0.0789, -0.5755, -0.6001, 0.0343, 0.4563, 0.4402, -1.1376, 0.1656, 0.1232, 0.1316, 0.3891, 0.1284, 0.2686, 0.2524, -1.2005, 2.3602, -1.2640, -0.3348, -0.6874, -0.6771, 0.0884, 0.3927, 0.1919, -0.5981, 0.4238, 0.1775, 0.2481, 0.2350, 0.3583, -0.0080, 0.4003, -1.2691, 1.9126, -1.0796, -0.2921, -0.8093, -0.4320, 0.4782, -0.0173, 0.4465, -1.0379, 0.5058, 0.2732, 0.2688, 0.2614, 0.3597, 0.3342, -0.0204, 1.7619, 0.1945, -0.5736, -0.3805, -0.6876, -0.5070, -0.9308, -0.4236, -0.2294, 0.1231, 0.3725, 0.1537, 0.2524, 0.3127, 0.2597, 0.3118, 0.1667, -1.6098, 0.8165, -0.9185, -0.3160, -0.7250, -0.2361, 0.4380, 0.3593, 0.3261, -0.0165, 0.4215, 0.5262, 0.2232, 0.2955, 0.2885, 0.3932, -0.4165, -1.1026, 1.8431, -1.6332, 0.7441, -1.0830, -0.7475, -0.1562, 0.4564, 0.3606, -0.5498, 0.5372, 0.2456, 0.4655, 0.3477, -0.0609, 0.2924, 0.2794, -1.6636, 0.9798, -1.3026, -0.1765, 0.1003, -0.1209, 0.4107, 0.3971, 0.3094, -0.2759, 0.4160, 0.3831, -0.0538, -0.2309, 0.2716, 0.2216, 0.2555, -0.5009, 0.0038, -1.1308, 0.1108, -1.7248, 1.7715, -0.3237, 0.9256, -0.1343, 0.1051, 0.2262, 0.4859, 0.0264, 1.1095, 0.1684, -0.7288, -0.6813], "relative_energy_kcal_mol": 23.1, "largest_force_ev_per_a": 3.85, "total_energy_ha": -3525.8246, "total_charge": 0, "homo_ev": -8.595, "gap_ha": 0.3361, "spin_multiplicity": 1}